Formula: C16H20BBeClN8O4
Source: the OMol25 dataset
Level of theory: ωB97M-V/def2-TZVPD

```
! RIJCOSX wB97M-V def2-TZVPD def2/J DEFGRID3
* xyz 1 2
Be -0.29 -1.51 0.23
C -1.45 -3.09 -2.64
C -1.16 -1.62 -2.46
C -1.10 -0.61 -3.49
C -0.96 0.59 -2.81
N -0.92 0.36 -1.47
N -1.06 -1.07 -1.26
B -0.06 1.14 -0.45
N -0.77 0.96 0.87
C -1.68 1.74 1.45
C -2.43 1.00 2.35
C -1.92 -0.35 2.24
C -2.38 -1.51 3.04
N -0.99 -0.39 1.29
N 1.33 0.38 -0.30
C 2.43 0.83 0.30
C 3.19 -0.21 0.82
C 2.42 -1.37 0.56
C 2.82 -2.79 0.79
N 1.27 -1.05 -0.03
N 0.09 2.60 -0.89
C 0.99 2.90 -1.87
C 1.70 4.01 -1.47
C 1.13 4.39 -0.15
C 1.42 5.58 0.73
N 0.10 3.60 0.14
H -1.36 -3.43 -3.71
H -0.77 -3.65 -1.99
H -2.50 -3.23 -2.31
H -1.25 -0.79 -4.56
H -1.05 1.58 -3.24
H -1.68 2.79 1.21
H -3.15 1.44 3.01
H -2.80 -1.20 4.03
H -3.19 -2.01 2.41
H -1.55 -2.25 3.17
H 2.64 1.90 0.19
H 4.13 -0.21 1.35
H 2.08 -3.50 0.33
H 3.87 -2.95 0.46
H 2.78 -2.91 1.85
H 1.05 2.30 -2.78
H 2.56 4.48 -1.97
H 1.62 6.55 0.14
H 0.55 5.64 1.41
H 2.31 5.37 1.34
O -1.17 -4.53 2.24
Cl -1.28 -4.15 0.84
O -0.96 -5.28 -0.01
O -2.48 -3.43 0.45
O -0.11 -3.08 0.63
*
```

Summary:
HOMO-LUMO gap (alpha / beta) = 8.290 / 3.822 eV

Mulliken population analysis, charges in e, atoms 1 to 6: atom 1 (Be): -0.7849, atom 2 (C): -1.0194, atom 3 (C): 0.7582, atom 4 (C): -1.5995, atom 5 (C): -0.0538, atom 6 (N): 0.1057

Formula: C16H20BrN2O3PS2
Source: the OMol25 dataset
Level of theory: ωB97M-V/def2-TZVPD

```
! RIJCOSX wB97M-V def2-TZVPD def2/J DEFGRID3
* xyz 0 1
C -1.88 -0.47 -0.12
C -0.86 0.08 -0.45
C 0.55 0.54 -0.50
C 0.85 1.88 -0.02
N 2.06 2.42 0.04
C 3.00 1.54 -0.42
C 4.39 1.97 -0.38
C 5.44 1.18 -0.82
P 7.19 1.80 -0.74
S 7.23 3.68 -1.27
C 5.14 -0.15 -1.35
C 3.82 -0.60 -1.41
C 3.45 -2.00 -1.99
Br 4.70 -2.51 -3.43
C 3.39 -3.03 -0.81
C 4.76 -3.76 -0.57
C 2.73 0.23 -0.92
N 1.46 -0.29 -0.97
H -2.74 -0.99 0.30
H 0.01 2.50 0.32
H 4.63 2.96 0.03
H 7.95 0.97 -1.63
H 7.70 1.69 0.58
H 5.96 -0.80 -1.70
H 2.46 -1.91 -2.45
H 2.62 -3.78 -1.05
H 3.06 -2.53 0.13
H 4.84 -4.67 -1.21
H 5.62 -3.09 -0.76
H 4.83 -4.11 0.48
C -8.49 1.26 0.01
C -7.01 1.48 0.20
O -6.61 1.37 1.57
S -6.54 -0.09 2.22
C -5.72 0.37 3.71
O -5.65 -0.90 1.44
O -7.86 -0.52 2.55
H -8.77 0.23 0.25
H -8.78 1.45 -1.03
H -9.07 1.91 0.67
H -6.42 0.80 -0.42
H -6.75 2.50 -0.12
H -4.72 0.73 3.48
H -5.66 -0.52 4.34
H -6.30 1.14 4.22
*
```

Summary:
HOMO-LUMO gap = 7.576 eV
Structure (SMILES) = C#Cc1cnc2cc([PH2]=S)cc([C@@H](Br)CC)c2n1.CCOS(C)(=O)=O

Mulliken population analysis, charges in e, atoms 1 to 6: atom 1 (C): -0.1269, atom 2 (C): -0.8499, atom 3 (C): 0.6565, atom 4 (C): -0.3614, atom 5 (N): -0.6071, atom 6 (C): -0.1140

Formula: C16H20ClN4O5S2
Source: the OMol25 dataset
Level of theory: ωB97M-V/def2-TZVPD

```
! RIJCOSX wB97M-V def2-TZVPD def2/J DEFGRID3
* xyz 1 1
C -1.21 -2.62 -4.61
C -0.38 -1.48 -4.01
C 0.75 -1.65 -3.29
C 1.48 -0.58 -2.75
C 2.80 -0.91 -2.01
N 1.02 0.67 -2.69
C 1.61 1.78 -1.80
C 0.87 1.96 -0.52
O 0.88 3.13 -0.08
N 0.39 0.96 0.25
C -0.13 0.94 1.49
C -0.79 2.00 2.00
C -1.53 1.89 3.18
Cl -2.65 3.19 3.58
C -1.33 0.83 4.03
S -2.03 0.92 5.66
N -1.04 -0.09 6.62
O -1.87 2.14 6.42
O -3.31 0.24 5.81
C -0.58 -0.25 3.48
C 0.06 -0.29 2.22
S 0.87 -1.72 1.50
N 0.75 -3.00 2.62
O 0.34 -2.03 0.20
O 2.37 -1.43 1.49
C -0.09 0.95 -3.44
C -0.72 2.37 -3.53
C -0.73 -0.11 -4.12
H -2.12 -2.92 -4.06
H -1.55 -2.49 -5.67
H -0.67 -3.55 -4.64
H 1.26 -2.57 -3.25
H 2.63 -1.98 -1.67
H 2.95 -0.29 -1.10
H 3.68 -0.93 -2.65
H 2.67 1.48 -1.70
H 1.49 2.67 -2.41
H 0.32 0.06 -0.26
H -0.87 2.96 1.57
H -1.61 -0.87 6.82
H -0.77 0.48 7.39
H -0.51 -1.08 4.17
H 0.10 -3.68 2.31
H 1.70 -3.34 2.63
H -0.04 3.13 -3.90
H -1.73 2.27 -4.00
H -1.10 2.71 -2.55
H -1.62 0.14 -4.77
*
```

Summary:
HOMO-LUMO gap = 8.338 eV
Structure (SMILES) = Cc1cc(C)[n+](CC(=O)Nc2cc(Cl)c(S(N)(=O)=O)cc2S(N)(=O)=O)c(C)c1

Mulliken population analysis, charges in e, atoms 1 to 6: atom 1 (C): -1.5131, atom 2 (C): 0.3631, atom 3 (C): -0.4982, atom 4 (C): 1.0170, atom 5 (C): -1.5173, atom 6 (N): 0.1104

Formula: C16H20CrN8O12
Source: the OMol25 dataset
Level of theory: ωB97M-V/def2-TZVPD

```
! RIJCOSX wB97M-V def2-TZVPD def2/J DEFGRID3
* xyz -1 4
Cr -1.04 3.86 -0.71
N -2.91 3.81 1.17
O -3.73 3.77 2.04
O -3.14 3.76 -0.07
O -1.65 3.72 1.34
N -0.32 1.26 -0.86
O -1.17 1.81 -1.59
O 0.09 0.13 -1.01
O 0.14 2.14 -0.06
N 1.73 5.04 -2.05
O 1.62 6.22 -2.37
O 2.76 4.40 -2.25
O 0.72 4.42 -1.53
N -1.77 5.24 -3.55
O -2.42 5.11 -4.59
O -1.04 6.22 -3.38
O -1.88 4.39 -2.58
N -1.96 -4.74 0.40
C -1.04 -4.21 -0.44
C -0.28 -3.24 0.16
C -0.63 -3.37 1.55
C -1.65 -4.26 1.65
H -2.68 -5.40 0.16
H -1.08 -4.57 -1.47
H 0.52 -2.61 -0.18
H -0.15 -2.84 2.35
H -2.13 -4.60 2.55
N 0.57 -0.21 3.73
C -0.26 0.66 3.10
C -1.19 1.12 3.99
C -0.97 0.39 5.19
C 0.15 -0.41 5.00
H 1.36 -0.65 3.28
H -0.05 0.97 2.09
H -1.98 1.82 3.80
H -1.64 0.41 6.03
H 0.59 -1.12 5.67
N -0.22 -1.46 -3.64
C 0.74 -1.83 -4.54
C 0.12 -2.08 -5.75
C -1.25 -1.86 -5.57
C -1.44 -1.39 -4.30
H -0.07 -1.24 -2.67
H 1.78 -1.86 -4.27
H 0.68 -2.38 -6.62
H -2.03 -1.86 -6.32
H -2.26 -1.06 -3.69
N 3.90 -0.74 2.95
C 3.46 -2.03 2.78
C 2.78 -2.14 1.57
C 2.70 -0.81 1.08
C 3.32 0.02 1.99
H 4.41 -0.50 3.77
H 3.76 -2.80 3.47
H 2.35 -3.00 1.08
H 2.22 -0.47 0.19
H 3.58 1.07 1.97
*
```

Summary:
HOMO-LUMO gap (alpha / beta) = 5.582 / 7.367 eV

Mulliken population analysis, charges in e, atoms 1 to 6: atom 1 (Cr): 1.0122, atom 2 (N): 1.6389, atom 3 (O): -0.5620, atom 4 (O): -0.6068, atom 5 (O): -0.6214, atom 6 (N): 1.7281

Formula: C16H20F9N4O2PtS
Source: the OMol25 dataset
Level of theory: ωB97M-V/def2-TZVPD

```
! RIJCOSX wB97M-V def2-TZVPD def2/J DEFGRID3
* xyz 1 1
Pt -0.35 -1.01 0.09
C 0.49 -1.10 5.00
N 1.54 -1.01 3.98
C 2.96 -1.09 4.35
C 1.20 -0.94 2.71
O 0.02 -0.93 2.31
H 0.92 -0.84 5.96
H 0.08 -2.11 5.05
H -0.31 -0.41 4.76
H 3.04 -1.01 5.43
H 3.51 -0.27 3.91
H 3.40 -2.03 4.04
H 2.03 -0.89 2.00
F 2.20 -1.12 -3.65
C 1.63 -1.77 -2.64
F 1.85 -3.07 -2.80
F 0.31 -1.57 -2.72
C 2.16 -1.30 -1.25
O 1.40 -1.79 -0.22
C 3.59 -1.89 -1.02
F 4.20 -1.23 -0.03
F 4.35 -1.81 -2.11
F 3.51 -3.17 -0.66
C 2.27 0.26 -1.23
F 2.29 0.70 0.03
F 1.19 0.82 -1.82
F 3.35 0.71 -1.85
S -2.58 -4.96 -0.74
C -0.91 -5.27 -0.69
C -0.23 -4.14 -0.38
N -1.04 -3.04 -0.18
C -2.31 -3.34 -0.35
H -0.51 -6.25 -0.88
H 0.84 -4.03 -0.28
H -3.11 -2.62 -0.23
N -1.81 0.44 0.22
C -2.29 1.39 -0.22
N -2.84 2.46 -0.71
C -2.84 3.74 0.04
C -1.84 4.70 -0.57
C -2.10 4.88 -2.07
C -2.07 3.53 -2.79
C -3.08 2.57 -2.18
H -2.63 3.52 1.08
H -3.85 4.14 -0.03
H -0.83 4.31 -0.42
H -1.90 5.66 -0.05
H -1.35 5.55 -2.50
H -3.08 5.35 -2.22
H -1.07 3.09 -2.72
H -2.30 3.65 -3.85
H -3.02 1.58 -2.61
H -4.10 2.94 -2.30
*
```

Summary:
HOMO-LUMO gap (alpha / beta) = 7.766 / 8.046 eV

Mulliken population analysis, charges in e, atoms 1 to 6: atom 1 (Pt): 1.1321, atom 2 (C): -0.8896, atom 3 (N): 0.1238, atom 4 (C): -0.8267, atom 5 (C): 0.3767, atom 6 (O): -0.9171

Formula: C16H20FSi
Source: the OMol25 dataset
Level of theory: ωB97M-V/def2-TZVPD

```
! RIJCOSX wB97M-V def2-TZVPD def2/J DEFGRID3
* xyz 1 1
C 1.22 -2.84 -2.01
Si -0.20 -1.68 -2.16
C -0.40 -1.12 -3.91
C -1.65 -2.70 -1.70
H 0.03 -0.17 -0.49
H 0.90 -3.75 -2.52
H 2.13 -2.52 -2.50
H 1.44 -3.09 -0.97
H -0.59 -2.05 -4.47
H -1.26 -0.46 -4.10
H 0.47 -0.65 -4.38
H -1.58 -3.60 -2.31
H -1.62 -2.98 -0.66
H -2.60 -2.24 -1.92
F 3.18 3.44 2.51
C 2.92 2.18 2.02
C 3.93 1.23 2.12
C 3.73 0.00 1.47
C 2.47 -0.26 0.84
C 1.38 0.65 0.97
C 0.04 0.11 0.54
C -1.14 0.94 1.03
C -2.34 0.65 0.36
C -3.56 1.31 0.71
C -3.59 2.32 1.69
C -2.40 2.63 2.34
C -1.19 1.96 2.02
C 1.70 1.97 1.39
H 4.85 1.40 2.68
H 4.49 -0.81 1.43
H 2.28 -1.20 0.28
H -0.10 -0.92 1.02
H -2.36 -0.07 -0.47
H -4.51 1.05 0.22
H -4.51 2.83 2.02
H -2.30 3.39 3.13
H -0.28 2.25 2.52
H 1.03 2.81 1.25
*
```

Summary:
HOMO-LUMO gap = 5.770 eV

Mulliken population analysis, charges in e, atoms 1 to 6: atom 1 (C): -1.0419, atom 2 (Si): 0.6042, atom 3 (C): -0.9498, atom 4 (C): -1.0863, atom 5 (H): -0.7242, atom 6 (H): 0.3906

Formula: C16H20I2N4O8P2Pb
Source: the OMol25 dataset
Level of theory: ωB97M-V/def2-TZVPD

```
! RIJCOSX wB97M-V def2-TZVPD def2/J DEFGRID3
* xyz 0 1
Pb -0.04 -0.28 -0.30
O -0.55 4.29 -2.69
C -0.34 4.88 -1.50
C 0.01 6.23 -1.55
C 0.21 6.96 -0.39
C 0.04 6.36 0.86
C -0.31 5.02 0.91
C -0.48 4.26 -0.25
C -0.76 2.82 -0.10
O -0.09 1.99 -0.84
N -1.66 2.48 0.80
N -1.81 1.13 0.86
C -2.76 0.69 1.59
C -3.02 -0.75 1.69
C -4.00 -1.22 2.56
C -4.23 -2.58 2.63
C -3.49 -3.43 1.83
C -2.53 -2.87 0.99
N -2.30 -1.57 0.91
H -0.88 3.37 -2.66
H 0.11 6.69 -2.52
H 0.48 8.00 -0.46
H 0.18 6.93 1.77
H -0.45 4.53 1.87
H -3.39 1.39 2.14
H -4.56 -0.52 3.17
H -4.99 -2.98 3.30
H -3.64 -4.50 1.84
H -1.93 -3.50 0.35
I 2.09 1.64 1.95
C 3.48 0.38 0.96
I 3.35 -1.66 1.53
H 4.47 0.73 1.21
H 3.27 0.43 -0.10
N 0.71 1.24 -5.29
C 0.57 0.21 -4.19
C 0.82 -1.18 -4.76
P -1.12 0.43 -3.51
O -2.06 -0.30 -4.61
O -1.40 1.88 -3.55
O -1.23 -0.41 -2.25
P 2.00 0.70 -3.09
O 1.70 2.24 -2.80
O 3.14 0.62 -4.03
O 1.90 -0.11 -1.83
H 0.18 0.99 -6.13
H 1.72 1.31 -5.49
H 0.37 2.13 -4.92
H 0.11 -1.43 -5.55
H 0.71 -1.91 -3.95
H 1.84 -1.25 -5.13
H -2.34 -1.17 -4.31
H 1.07 2.36 -2.05
*
```

Summary:
HOMO-LUMO gap = 7.471 eV

Mulliken population analysis, charges in e, atoms 1 to 6: atom 1 (Pb): 1.3329, atom 2 (O): -0.6167, atom 3 (C): 0.5888, atom 4 (C): -0.6355, atom 5 (C): -0.3568, atom 6 (C): -0.7771

Formula: C16H20IN2O3PtS
Source: the OMol25 dataset
Level of theory: ωB97M-V/def2-TZVPD

```
! RIJCOSX wB97M-V def2-TZVPD def2/J DEFGRID3
* xyz 3 1
Pt 0.07 0.07 0.37
I 6.05 1.62 0.65
C 4.29 0.63 0.26
C 4.13 -0.58 -0.40
N 2.82 -0.86 -0.43
N 2.11 0.12 0.17
C 3.00 1.03 0.59
H 4.86 -1.23 -0.84
H 2.38 -1.67 -0.83
H 2.68 1.92 1.11
C -11.14 1.05 -0.56
C -9.93 0.90 0.27
O -9.49 1.35 1.23
S -8.80 -0.62 -0.73
C -7.21 -0.49 -0.32
C -6.68 0.30 0.78
C -5.35 0.38 0.96
C -4.43 -0.31 0.07
C -4.96 -1.17 -0.97
C -6.28 -1.27 -1.15
C -3.09 -0.16 0.23
C -1.85 -0.07 0.35
H -11.74 1.86 -0.14
H -11.71 0.12 -0.54
H -10.87 1.27 -1.59
H -7.35 0.80 1.46
H -4.94 0.97 1.77
H -4.27 -1.73 -1.59
H -6.69 -1.90 -1.92
C -0.32 -1.98 2.88
O 0.36 -0.78 2.41
H -0.50 -1.89 3.95
H 0.29 -2.86 2.67
H -1.26 -2.04 2.35
H 1.23 -0.71 2.85
C 0.31 4.60 -0.17
C 0.24 3.18 -0.66
O 0.28 2.25 0.49
H 0.23 5.28 -1.03
H 1.26 4.80 0.33
H -0.51 4.83 0.51
H 1.10 2.91 -1.27
H -0.67 2.99 -1.23
H -0.28 2.62 1.19
*
```

Summary:
HOMO-LUMO gap (alpha / beta) = 3.332 / 3.258 eV

Mulliken population analysis, charges in e, atoms 1 to 6: atom 1 (Pt): 0.1835, atom 2 (I): 0.2842, atom 3 (C): -0.6439, atom 4 (C): -0.0485, atom 5 (N): -0.1024, atom 6 (N): -0.0707

Formula: C16H20N2O3
Source: the OMol25 dataset
Level of theory: ωB97M-V/def2-TZVPD

```
! RIJCOSX wB97M-V def2-TZVPD def2/J DEFGRID3
* xyz 0 1
C -4.46 -1.30 -1.04
C -4.31 -0.40 0.14
C -3.12 0.38 0.01
C -2.74 1.25 1.25
N -1.44 2.15 1.00
C -1.44 3.36 1.04
O -2.37 4.06 1.23
C -0.16 3.91 0.65
O 0.52 3.12 -0.22
N 1.01 1.90 0.01
C 1.82 1.55 -0.85
C 2.04 1.80 -2.08
C 2.06 0.01 -0.29
C 1.86 -0.65 0.66
C 2.59 -1.93 0.75
C 2.71 -2.92 1.45
C 3.44 -4.10 0.98
C 3.83 -4.04 -0.39
C 3.89 -2.95 -1.01
C 3.17 -1.87 -0.72
O 2.95 -0.80 -1.05
H -3.60 -2.05 -1.28
H -4.52 -0.86 -1.90
H -5.33 -1.82 -0.87
H -4.16 -1.15 0.82
H -5.04 0.13 0.56
H -2.00 -0.27 -0.15
H -3.18 0.89 -0.79
H -3.59 1.87 1.45
H -2.53 0.62 2.12
H -0.61 1.52 0.86
H 0.41 3.87 1.62
H -0.27 5.03 0.43
H 3.35 1.72 -2.07
H 1.95 3.01 -2.09
H 1.59 1.27 -2.89
H 1.38 -0.18 1.61
H 2.06 -3.10 2.37
H 3.34 -5.15 1.25
H 4.60 -4.95 -0.53
H 4.31 -2.91 -2.03
*
```

Summary:
HOMO-LUMO gap = 8.378 eV
Structure (SMILES) = CCCCNC(=O)CO/N=C(\C)c1cc2ccccc2o1

Mulliken population analysis, charges in e, atoms 1 to 6: atom 1 (C): -1.6366, atom 2 (C): -0.6579, atom 3 (C): -0.2884, atom 4 (C): -1.0734, atom 5 (N): -0.0276, atom 6 (C): 0.7375

Formula: C16H20N6O2S
Source: the OMol25 dataset
Level of theory: ωB97M-V/def2-TZVPD

```
! RIJCOSX wB97M-V def2-TZVPD def2/J DEFGRID3
* xyz 0 1
N -6.71 0.05 -1.71
C -6.33 -0.23 -0.44
O -7.06 -0.76 0.36
C -4.92 0.17 -0.10
C -3.90 0.18 -1.03
C -2.61 0.53 -0.66
C -2.35 0.89 0.66
N -1.07 1.27 1.08
N -0.75 1.31 2.38
N 0.44 1.71 2.48
N 0.98 1.96 1.30
C 0.04 1.69 0.41
S 0.24 1.86 -1.30
C 1.86 2.68 -1.34
C 3.03 1.91 -0.72
O 4.01 2.52 -0.36
N 2.89 0.58 -0.69
C 3.81 -0.29 0.02
C 3.21 -0.70 1.37
C 2.02 -1.64 1.21
C 2.42 -2.87 0.40
C 2.96 -2.47 -0.97
C 4.15 -1.52 -0.82
C -3.37 0.86 1.61
C -4.64 0.49 1.23
H -6.16 0.61 -2.33
H -7.66 -0.16 -1.96
H -4.08 -0.12 -2.05
H -1.82 0.52 -1.39
H 1.77 3.64 -0.82
H 2.06 2.86 -2.39
H 2.02 0.17 -0.98
H 4.71 0.31 0.19
H 3.98 -1.20 1.96
H 2.90 0.20 1.91
H 1.20 -1.13 0.70
H 1.65 -1.94 2.19
H 1.56 -3.54 0.28
H 3.20 -3.42 0.94
H 2.17 -1.98 -1.54
H 3.27 -3.35 -1.52
H 4.97 -2.05 -0.33
H 4.50 -1.20 -1.80
H -3.14 1.12 2.63
H -5.44 0.45 1.95
*
```

Summary:
HOMO-LUMO gap = 9.291 eV
Structure (SMILES) = NC(=O)c1ccc(-n2nnnc2SCC(=O)NC2CCCCC2)cc1

Mulliken population analysis, charges in e, atoms 1 to 6: atom 1 (N): -0.3817, atom 2 (C): 0.4131, atom 3 (O): -0.6099, atom 4 (C): 0.4953, atom 5 (C): -1.4362, atom 6 (C): -0.4511